ORCA calculation (ωB97M-V with the def2-TZVPD basis set) on 3 unconnected molecules or ions with the total composition C4H13NO3.

Positions of all 21 atoms, in Å:
C 0.9110 0.6233 -2.9804
C 1.1292 1.4430 -1.7178
C 0.4835 0.9052 -0.4094
N -0.1310 -0.4109 -0.3990
C -0.6596 1.8591 0.0054
O -0.5043 2.7885 0.7486
H 0.8806 -0.4625 -2.8715
H 0.0729 0.9266 -3.5951
H 1.8544 0.6794 -3.5366
H 2.1694 1.6456 -1.4755
H 0.6969 2.4265 -1.8852
H 1.2012 1.0992 0.3947
H 0.1316 -0.9268 0.4210
H 0.0809 -0.9462 -1.2283
H -1.6330 1.5867 -0.4477
O -0.0215 -2.5861 3.2619
H -0.6927 -1.9058 3.2810
H 0.8831 -2.3766 3.4758
O -1.2302 -2.8173 0.8333
H -0.3156 -3.0392 1.0411
H -1.5770 -3.0861 1.6773

- HOMO: -0.3276 Ha
- Multiplicity: 1
- SMILES string: CC[C@H](N)C=O.O.O
- DFT total energy: -440.6312 Eh
- ΔE to the lowest compared entry with this formula, charge and spin: 52.7 kcal/mol
- Net charge: 0


ORCA calculation (ωB97M-V with the def2-TZVPD basis set) on 3 unconnected molecules or ions with the total composition C4H13NO3.

Positions of all 21 atoms, in Å:
C 1.2696 0.1195 -1.9901
C 1.1594 -0.1003 -0.5273
C -0.0407 -1.0309 -0.2396
N -1.2926 -0.3686 -0.6178
C -2.4090 -1.1772 -0.4515
O -2.4403 -2.1583 0.2422
H 2.2155 0.4545 -2.4010
H 0.6689 0.9578 -2.3908
H 1.0597 -0.7603 -2.6097
H 0.7225 0.7129 0.0470
H 2.0728 -0.4716 -0.0988
H -0.1557 -1.2884 0.8163
H 0.1024 -2.0270 -0.7178
H -1.2891 0.1030 -1.5127
H -3.3253 -0.8072 -0.9701
O 1.7121 0.6551 2.3925
H 2.4404 1.2989 2.2958
H 0.9463 1.0514 1.9998
O -1.2615 2.0053 2.1513
H -1.7743 1.2278 2.3999
H -0.3813 1.6037 2.1824

- HOMO: -0.3662 Ha
- Multiplicity: 1
- SMILES string: CCCNC=O.O.O
- DFT total energy: -440.6500 Eh
- ΔE to the lowest compared entry with this formula, charge and spin: 40.9 kcal/mol
- Net charge: 0


ORCA calculation (ωB97M-V with the def2-TZVPD basis set) on 3 unconnected molecules or ions with the total composition C4H13NO3.

Positions of all 21 atoms, in Å:
O -1.7831 -0.0113 -0.6898
C -1.5873 1.1715 -0.7192
C -0.5140 1.6486 0.2244
C 0.8246 1.1677 -0.2927
C 2.0286 1.0815 0.6794
N 2.0412 -0.2853 1.0784
H -2.0275 1.8624 -1.4514
H -0.4669 2.7330 0.4028
H -0.7270 1.3552 1.2517
H 1.1252 1.4051 -1.3098
H 0.6297 0.0796 -0.4759
H 2.9599 1.3929 0.2348
H 1.8869 1.7267 1.5465
H 1.2038 -0.6443 1.5593
H 2.4969 -0.9895 0.4863
H -2.6389 -1.7982 -1.8426
H -1.5603 -2.8563 -1.6589
O -2.3886 -2.5319 -1.2676
H -0.3341 -2.6839 1.3330
H -1.0034 -1.6930 0.3481
O -0.1659 -2.1305 0.5633

- HOMO (alpha / beta): -0.5094 / -0.5092 Ha
- Multiplicity: 2
- ⟨S²⟩: 0.754
- DFT total energy: -440.3303 Eh
- ΔE to the lowest compared entry with this formula, charge and spin: 37.5 kcal/mol
- Net charge: +1


ORCA calculation (ωB97M-V with the def2-TZVPD basis set) on 2 unconnected molecules or ions with the total composition C4H13NOS.

Positions of all 20 atoms, in Å:
C -0.8560 1.1736 1.9804
C -0.0835 0.1762 1.0837
C 0.6081 1.0202 -0.0225
C 1.4602 0.2967 -1.1128
S 2.8280 -0.8127 -0.5714
N -0.8642 -0.9339 0.5364
H -0.5444 2.2032 1.8261
H -0.5667 0.9380 3.0121
H -1.9257 1.0012 1.8995
H 0.7730 -0.2866 1.5630
H -0.1051 1.6405 -0.5656
H 1.3002 1.6756 0.5222
H 0.7222 -0.2585 -1.7169
H 1.8695 0.9820 -1.8497
H 2.2480 -1.2231 0.5719
H -1.6800 -1.1309 1.0984
H -1.2717 -0.6150 -0.3345
H -0.7866 -1.5710 -3.1374
H -1.4880 -2.3047 -1.9447
O -1.6372 -1.9707 -2.8381

- HOMO (alpha / beta): 0.0383 / -0.2019 Ha
- Multiplicity: 2
- ⟨S²⟩: 0.751
- DFT total energy: -688.3218 Eh
- ΔE to the lowest compared entry with this formula, charge and spin: 13.8 kcal/mol
- Net charge: -1


ORCA calculation (ωB97M-V with the def2-TZVPD basis set) on 2 unconnected molecules or ions with the total composition C4H13NOS.

Positions of all 20 atoms, in Å:
C -0.4666 0.0412 2.9431
S -0.0636 1.5617 2.0702
C 0.2164 0.8985 0.4068
C -0.9635 0.2031 -0.2415
C -1.1299 0.5336 -1.7201
N 0.0863 0.1746 -2.4928
H -1.2548 -0.5336 2.4803
H -0.8304 0.2596 3.9316
H 0.4462 -0.5459 3.0476
H 1.0925 0.2662 0.4175
H 0.4991 1.8120 -0.1204
H -1.8563 0.6348 0.2495
H -1.0229 -0.8638 -0.0697
H -1.9501 -0.0687 -2.1328
H -1.4130 1.5780 -1.8182
H 0.4750 0.9490 -3.0166
H -0.1145 -0.5874 -3.1172
O 2.6028 -2.2849 0.0633
H 3.0805 -2.6801 -0.6770
H 2.5670 -1.3477 -0.2035

- HOMO: -0.3070 Ha
- Multiplicity: 1
- SMILES string: CSCCCN.O
- DFT total energy: -688.3645 Eh
- ΔE to the lowest compared entry with this formula, charge and spin: 15.2 kcal/mol
- Net charge: 0


ORCA calculation (ωB97M-V with the def2-TZVPD basis set) on 2 unconnected molecules or ions with the total composition C4H13NOS.

Positions of all 20 atoms, in Å:
N 1.1205 0.9021 -1.3243
C -0.1183 0.2057 -1.5893
C -1.3344 0.4374 -0.7161
C -1.0811 0.5035 0.7912
C -0.2591 -0.6158 1.4626
S -1.2513 -2.1292 1.7843
H 1.1744 1.8431 -1.6918
H 1.3258 1.0346 -0.3427
H 0.0999 -0.8635 -1.5811
H -0.3556 0.3199 -2.6595
H -1.9625 -0.4657 -0.7930
H -1.9640 1.2665 -1.0177
H -0.5186 1.4226 1.0190
H -2.0740 0.5794 1.2498
H 0.5997 -0.8815 0.8514
H 0.0268 -0.2617 2.4438
H -2.3740 -1.8719 1.1211
O 3.3797 2.3453 -1.8497
H 4.3229 2.5016 -1.6347
H 3.4167 1.3925 -1.7296

- HOMO: -0.3322 Ha
- Multiplicity: 1
- SMILES string: NCCCCS.O
- DFT total energy: -688.3608 Eh
- ΔE to the lowest compared entry with this formula, charge and spin: 17.5 kcal/mol
- Net charge: 0